Arrangement P

Below is a 2-piece molecular cluster, C3H10N3O overall, with properties calculated with wB97M-V/def2-TZVPD.

## Properties
- net charge = -1
- E_HOMO (Eh) = -0.1019
- LUMO level (eV) = 4.23
- orbital gap (eV) = 7.007

CARTESIAN COORDINATES (ANGSTROEM)
1 C -0.24988 -1.62471 0.80325
2 N 1.17878 -1.38446 0.78807
3 C 1.69241 -0.13004 0.88242
4 N 2.95393 0.13711 0.85377
5 H -0.45727 -2.52082 1.45118
6 H -0.71280 -0.69019 1.17292
7 H -0.51014 -1.80186 -0.21906
8 H 1.71067 -2.05828 0.25291
9 H 1.00068 0.64753 0.93360
10 H 3.11143 1.02206 1.31178
11 N -2.81916 0.91057 -1.35331
12 C -1.48914 1.45951 -1.10289
13 O -0.56931 0.59117 -0.58167
14 H -2.92063 0.73493 -2.36689
15 H -2.87801 0.01588 -0.88838
16 H -1.13474 1.76529 -2.15207
17 H -1.56989 2.28501 -0.35900

Arrangement Q

Below is a 3-piece molecular cluster, C3H10N3O overall, with properties calculated with wB97M-V/def2-TZVPD.

## Properties
- net charge = -1
- E_HOMO (Eh) = -0.1272
- LUMO level (eV) = 4.34
- orbital gap (eV) = 7.804

CARTESIAN COORDINATES (ANGSTROEM)
1 C 1.65175 -1.66783 -0.73682
2 N 1.05675 0.90895 -0.29277
3 C 0.42948 0.21952 -1.30150
4 N 0.72237 -0.97274 -1.67067
5 H 1.74969 -2.65304 -1.13014
6 H 1.31297 -1.67132 0.32420
7 H 2.65913 -1.18683 -0.72782
8 H 0.94672 1.92492 -0.36245
9 H 0.40382 0.59785 0.48402
10 H -0.36198 0.82551 -1.73458
11 N -0.17145 0.13883 2.18672
12 C -1.77039 0.34708 0.98199
13 O -1.89684 1.07709 -0.03868
14 H -0.29780 0.67386 3.05904
15 H -0.25506 -0.85856 2.45750
16 H -1.64684 -0.72597 0.89104
17 H -2.45473 0.53890 1.82366

Of them, the most stable is arrangement P and the least stable is arrangement Q.

Arrangement P

Below is a 2-piece molecular cluster, C6H9F2NO2 overall, with properties calculated with wB97M-V/def2-TZVPD.

## Properties
- net charge = 0
- E_HOMO (Eh) = -0.3195
- LUMO level (eV) = 0.78
- SMILES string = COC(=O)N1CCC=C1F.F
- orbital gap (eV) = 9.476

CARTESIAN COORDINATES (ANGSTROEM)
1 C 1.33356 -0.00954 0.43178
2 C -2.40363 0.68294 -0.26418
3 C -2.66498 -0.71426 0.02093
4 C -0.91491 0.98165 0.18655
5 C -1.59546 -1.29880 0.47809
6 C 3.41134 -1.12794 0.24116
7 N -0.29320 -0.30359 0.34312
8 O 1.70344 1.14371 0.42763
9 O 1.98310 -1.13841 0.36006
10 F -1.31232 -2.51184 0.82348
11 F -0.18189 -0.73337 -2.21422
12 H -2.57437 0.89201 -1.36329
13 H -3.22215 1.41525 0.21616
14 H -3.66804 -1.10802 0.06344
15 H -0.46943 -0.48675 -1.36737
16 H -0.43224 1.47302 -0.68386
17 H -1.11552 1.68404 1.06938
18 H 3.79644 -0.77610 1.23364
19 H 3.56340 -0.56101 -0.73499
20 H 3.71002 -2.19482 0.02928

Arrangement Q

Below is one molecule with the formula C6H9F2NO2, with properties calculated with wB97M-V/def2-TZVPD.

## Properties
- net charge = 0
- E_HOMO (Eh) = -0.3695
- LUMO level (eV) = 0.53
- SMILES string = N[C@H]1C[C@@H](C(=O)O)CC1(F)F
- orbital gap (eV) = 10.589

CARTESIAN COORDINATES (ANGSTROEM)
1 C 0.13220 -0.10142 1.31610
2 C -0.66958 0.98261 0.59282
3 C -0.83029 0.49568 -0.87562
4 C -0.62064 -1.05157 -0.78220
5 C -0.44029 -1.35396 0.67919
6 C 0.12171 1.10451 -1.90813
7 H 2.10567 -0.75178 1.31661
8 H 1.97280 0.87524 1.42017
9 H -0.08705 -0.11525 2.37957
10 H -0.09667 1.91319 0.61939
11 H -1.68746 1.11693 0.95542
12 H -1.86183 0.73163 -1.19736
13 H 0.32182 -1.32734 -1.21766
14 H -1.40819 -1.63405 -1.31538
15 H 1.64472 0.46582 -0.76951
16 N 1.53680 0.02846 1.02054
17 O 1.41728 0.88712 -1.65771
18 O -0.28867 1.75180 -2.86164
19 F -1.62088 -1.57338 1.34062
20 F 0.35856 -2.44425 0.94477

Of them, the most stable is arrangement Q and the least stable is arrangement P.

Arrangement P

Below is one molecule with the formula C4H7ClO2, with properties calculated with wB97M-V/def2-TZVPD.

## Properties
- net charge = 0
- E_HOMO (Eh) = -0.3254
- LUMO level (eV) = 0.64
- SMILES string = CO/C(=C/Cl)CO
- orbital gap (eV) = 9.496

CARTESIAN COORDINATES (ANGSTROEM)
1 C 2.01064 -0.09307 -1.75470
2 C 0.45941 0.26220 -0.02055
3 C 0.34678 -1.24154 0.36197
4 C -0.48049 1.16891 0.30925
5 H 2.99407 0.17445 -2.09948
6 H 1.25872 0.02820 -2.56593
7 H 1.98091 -1.13988 -1.43779
8 H -0.26462 -1.24956 1.23494
9 H 1.30912 -1.62375 0.65721
10 H -0.38406 -2.97694 -0.42142
11 H -0.33972 2.18027 -0.03294
12 O 1.60962 0.68260 -0.57877
13 O -0.18225 -2.00410 -0.74878
14 Cl -1.88185 0.85884 1.28882

Arrangement Q

Below is one molecule with the formula C4H7ClO2, with properties calculated with wB97M-V/def2-TZVPD.

## Properties
- net charge = 0
- E_HOMO (Eh) = -0.3656
- LUMO level (eV) = 0.39
- SMILES string = CC(C)(Cl)OC=O
- orbital gap (eV) = 10.341

CARTESIAN COORDINATES (ANGSTROEM)
1 C -1.68195 -1.72657 -0.11567
2 C 0.40606 0.29721 1.33868
3 C 0.28008 0.30397 -1.24044
4 C 0.67194 -0.53478 0.08602
5 O -2.21377 -0.70702 -0.05062
6 O 0.04828 -1.75557 0.06657
7 Cl 2.43672 -0.86444 -0.02700
8 H -2.02322 -2.68948 -0.29354
9 H -0.57578 0.15863 1.56419
10 H 0.67322 1.27238 1.08003
11 H 1.12981 0.00322 2.06374
12 H -0.78723 0.60124 -1.07479
13 H 1.08977 1.01401 -1.38248
14 H 0.07153 -0.38221 -2.09040

Arrangement R

Below is C4H7ClO2 as an isolated structure, with properties calculated with wB97M-V/def2-TZVPD.

## Properties
- net charge = 0
- E_HOMO (Eh) = -0.3386
- LUMO level (eV) = 0.79
- orbital gap (eV) = 10.001

CARTESIAN COORDINATES (ANGSTROEM)
1 C 0.12448 -0.21638 1.04027
2 C -1.09312 -1.19764 0.92196
3 C 1.02664 -0.26549 -0.16051
4 C 0.94948 0.44678 -1.41564
5 O -0.97120 -1.63556 -0.46653
6 O 0.35965 -1.85015 -0.69631
7 Cl 2.65131 -0.50163 0.26382
8 H -0.33242 0.77215 1.27166
9 H 0.58872 -0.60013 1.94386
10 H -0.97460 -2.04340 1.69325
11 H -2.03678 -0.72938 1.08068
12 H 0.01509 0.43018 -1.91151
13 H 1.63883 0.04636 -2.09824
14 H 1.25920 1.56084 -1.45867

Of them, the most stable is arrangement P and the least stable is arrangement R.

Arrangement P

Below is a 2-piece molecular cluster, H3INO2P overall, with properties calculated with wB97M-V/def2-TZVPD.

## Properties
- net charge = 0
- E_HOMO (Eh) = -0.3601
- LUMO level (eV) = -0.73
- SMILES string = O=PNI.O
- orbital gap (eV) = 9.072

CARTESIAN COORDINATES (ANGSTROEM)
1 N 0.07290 -1.35327 -3.20339
2 O -0.82552 0.53694 -1.85197
3 O 0.46515 0.24302 2.39298
4 P -0.20228 -0.76633 -1.65893
5 I 0.90317 -3.14990 -3.71636
6 H -0.17792 -0.77081 -3.99740
7 H 0.24005 0.42540 1.48011
8 H -0.32727 0.40527 2.90880

Arrangement Q

Below is H3INO2P as an isolated structure, with properties calculated with wB97M-V/def2-TZVPD.

## Properties
- net charge = 0
- E_HOMO (Eh) = -0.3390
- LUMO level (eV) = -0.26
- orbital gap (eV) = 8.960

CARTESIAN COORDINATES (ANGSTROEM)
1 N -0.85242 -0.29795 0.27575
2 O 0.48293 0.38124 -1.64398
3 O 1.50349 0.44855 0.63102
4 P 0.68445 -0.57425 -0.32357
5 I -1.30500 -1.48735 1.89081
6 H -1.35870 0.62376 0.52418
7 H -0.02248 -0.28323 -2.18743
8 H 0.86772 1.18922 0.83322

Of them, the most stable is arrangement Q and the least stable is arrangement P.

Arrangement P

Below is an isolated ion of composition C3H6NOS and charge +1, with properties calculated with wB97M-V/def2-TZVPD.

## Properties
- net charge = +1
- E_HOMO (spin up / spin down) (Eh) = -0.5332 / -0.5332
- LUMO level (spin up / spin down) (eV) = -5.88 / -5.88
- orbital gap (spin up / spin down) (eV) = 8.633 / 8.633

CARTESIAN COORDINATES (ANGSTROEM)
1 C 0.35778 0.49864 0.25483
2 C -0.21040 0.69356 1.49900
3 C 0.04412 -0.68396 -0.83964
4 N -0.58055 0.57233 -0.89548
5 O -0.50433 -1.72250 -0.20154
6 S -1.73774 0.63766 2.08537
7 H 1.19369 1.21372 0.09370
8 H 0.38318 0.73311 2.31163
9 H 0.86648 -0.93987 -1.51652
10 H -2.44025 0.51932 1.02104
11 H -0.27619 1.37065 -1.50124
12 H -0.25112 -2.61580 -0.41308

Arrangement Q

Below is a 2-piece molecular cluster, C3H6NOS overall, with properties calculated with wB97M-V/def2-TZVPD.

## Properties
- net charge = +1
- E_HOMO (spin up / spin down) (Eh) = -0.5183 / -0.5178
- LUMO level (spin up / spin down) (eV) = -6.92 / -6.85
- orbital gap (spin up / spin down) (eV) = 7.181 / 7.243

CARTESIAN COORDINATES (ANGSTROEM)
1 C 0.46077 -1.56550 0.47995
2 C 0.39238 -0.04347 -1.25507
3 C -0.02345 0.57455 1.17766
4 N 0.27835 -0.38728 0.13619
5 O 0.59875 -2.64027 0.81015
6 S -2.51557 1.53595 -0.70602
7 H -0.71478 0.36997 -1.39683
8 H 1.20786 0.66988 -1.43167
9 H 0.62634 -1.02009 -1.72868
10 H -0.49225 1.39035 0.49530
11 H -0.72792 0.12096 1.87659
12 H 0.90951 0.99497 1.54242

Of them, the most stable is arrangement P and the least stable is arrangement Q.

Arrangement P

Below is a 2-piece molecular cluster, C5H5FO5S overall, with properties calculated with wB97M-V/def2-TZVPD.

## Properties
- net charge = -2
- E_HOMO (spin up / spin down) (Eh) = -0.0230 / -0.0230
- LUMO level (spin up / spin down) (eV) = 6.16 / 6.16
- orbital gap (spin up / spin down) (eV) = 6.788 / 6.788

CARTESIAN COORDINATES (ANGSTROEM)
1 C 0.91916 1.85753 -0.21245
2 C 0.58452 0.66370 0.31882
3 C 0.97924 -1.85435 -0.10758
4 C 0.13334 0.51828 1.73767
5 C 0.54595 -0.50251 -0.57026
6 O 1.61575 -2.59500 -0.88406
7 O -2.38228 -1.84424 -1.17313
8 O 0.62297 -2.20227 1.08433
9 O -2.13650 0.29652 -2.38553
10 O -2.39867 0.23567 0.09625
11 F 1.06601 -0.17163 -1.82903
12 S -1.90389 -0.45473 -1.10719
13 H 1.55762 1.77819 -1.10217
14 H 0.65727 2.86650 -0.10418
15 H 1.05738 0.46746 2.31971
16 H -0.34927 -0.40006 1.87810
17 H -0.56859 1.34095 2.04069

Arrangement Q

Below is a 2-piece molecular cluster, C5H5FO5S overall, with properties calculated with wB97M-V/def2-TZVPD.

## Properties
- net charge = -2
- E_HOMO (Eh) = 0.0085
- LUMO level (eV) = 6.39
- orbital gap (eV) = 6.159

CARTESIAN COORDINATES (ANGSTROEM)
1 C 0.38896 -0.30155 -1.35787
2 C -0.55712 -0.10261 -0.41892
3 C -1.87263 -2.42515 0.42935
4 C -0.17545 0.33866 0.96713
5 C -1.94852 -0.41649 -0.54799
6 O -2.20026 -3.18677 -0.42583
7 O -4.34128 0.73037 -0.60513
8 O -1.48232 -2.31734 1.54587
9 O -2.41352 2.16693 -0.15253
10 O -3.21681 0.62844 1.55660
11 F -2.35080 -0.71053 -1.85578
12 S -3.05951 0.86272 0.10772
13 H 0.14202 -0.63927 -2.35183
14 H 1.43941 -0.13350 -1.15644
15 H 0.10921 -0.53056 1.56591
16 H -1.03971 0.80197 1.43318
17 H 0.66396 1.03686 0.94210

Of them, the most stable is arrangement Q and the least stable is arrangement P.